(1)
Density functional theory data (wB97M-V/def2-TZVPD) for a molecular structure, C26H21BCl3N11O2STa.

## Properties
⟨S²⟩: 0.779
Spin multiplicity: 2
Total charge: +2
LUMO energy (alpha / beta): -6.72 / -8.50 eV

```
66
Properties=species:S:1:pos:R:3:forces:R:3
Ta -0.569458 -0.321437 -0.226010 -0.5 -0.4 0.0
Cl -3.037376 1.229739 -7.354164 0.0 0.0 0.0
Cl -0.808411 -2.089451 -3.769603 0.0 0.0 0.0
Cl -2.184128 2.913865 -2.331680 0.0 0.0 0.1
S -2.774461 -1.180250 0.775596 -0.1 0.2 0.1
O 0.756763 -1.535569 -0.740367 0.7 0.3 -0.1
O -1.215024 0.137660 -1.910956 -0.1 -0.2 0.4
N -2.436555 -3.557055 -0.551369 0.0 -0.1 -0.1
N 0.890882 1.239136 -0.367260 0.0 0.0 0.0
N 0.329780 -0.579245 1.757533 0.0 0.0 0.0
N 0.796000 0.449046 2.502506 0.0 0.0 0.0
N -4.538346 -2.993510 0.048484 0.1 0.0 0.0
N -1.210585 -3.123722 -0.574586 0.1 0.0 0.0
N 1.202553 2.848327 3.059582 0.0 0.0 0.0
N 2.480788 3.309624 3.006980 0.0 0.0 0.0
N -0.813318 2.194792 1.696591 0.0 0.0 0.0
N 1.406473 2.000031 0.635515 0.0 0.1 0.0
N -1.524285 1.340132 0.911497 0.1 0.0 0.0
C 2.709613 3.869974 4.176299 0.0 0.0 0.0
C -2.141134 1.658329 -3.512269 0.0 0.1 0.0
C 0.656924 3.101729 4.287561 0.0 0.0 0.0
C -1.576531 3.245473 2.009279 0.0 0.0 0.0
C 3.813627 -3.467245 -0.913863 0.0 0.0 0.0
C -1.520382 -0.564339 -4.160214 0.0 0.0 0.0
C -2.576353 1.915595 -4.799214 0.0 0.0 0.0
C 0.648360 -1.711592 2.406273 0.0 0.0 0.0
C 1.401345 -0.028185 3.592861 0.0 0.0 0.0
C -2.491313 0.916699 -5.758823 0.0 0.0 0.1
C 2.547584 2.469912 -1.207162 0.0 0.0 0.0
C -0.329262 -4.060941 -0.912154 0.0 -0.1 0.0
C 1.621799 -2.546214 -0.811502 -0.2 -0.3 -0.1
C -3.272681 -2.643185 0.019119 0.0 0.1 0.1
C 2.988182 -2.360371 -0.764709 0.0 0.1 0.0
C 1.589728 3.767606 5.029614 0.0 0.0 0.0
C 3.293782 -4.751571 -1.111013 0.0 0.0 0.0
C 1.322208 -1.413410 3.576203 0.0 0.0 0.0
C -2.749391 1.876727 0.766683 0.0 0.1 -0.1
C -1.631574 0.409479 -3.169102 0.1 0.0 -0.2
C -1.954579 -0.326034 -5.448825 0.0 0.0 0.0
C 1.061688 -3.839597 -0.974468 0.0 0.1 0.0
C 1.934853 -4.937734 -1.141645 0.0 0.0 0.0
C 1.584735 1.523792 -1.485990 0.0 0.0 0.0
C -2.829103 3.078779 1.443085 0.0 0.0 0.0
C 2.399737 2.746679 0.147126 0.0 0.0 0.0
B 0.682054 1.923978 2.010390 0.0 0.0 0.1
H -4.807525 -3.892485 -0.330064 0.0 0.0 0.0
H 1.699505 -2.098669 4.313897 0.0 0.0 0.0
H -1.185302 4.047367 2.612776 0.0 0.0 0.0
H 3.392680 -1.365791 -0.632865 0.0 0.0 0.0
H 1.348677 1.031655 -2.416577 0.0 0.0 0.0
H 1.486187 4.135336 6.035278 0.0 0.0 0.0
H 1.851965 0.640984 4.307999 0.0 0.0 0.0
H 3.963273 -5.590682 -1.233326 0.0 0.0 0.0
H -0.707846 -5.066656 -1.086407 0.0 0.0 0.0
H 3.254551 2.910104 -1.887456 0.0 0.0 0.0
H -2.971004 2.889370 -5.050969 0.0 0.0 0.0
H -5.240861 -2.401957 0.465598 0.0 0.0 0.0
H -0.341089 2.781838 4.542000 0.0 0.0 0.0
H 2.930453 3.413947 0.803977 0.0 0.0 0.0
H -1.867840 -1.095429 -6.202321 0.0 0.0 0.0
H -3.498223 1.380086 0.173955 0.0 0.0 0.0
H -3.674226 3.739950 1.513436 0.0 0.0 0.0
H 0.364687 -2.671053 2.001990 0.0 0.0 0.0
H 4.886504 -3.329177 -0.885669 0.0 0.0 0.0
H 1.516477 -5.927060 -1.279640 0.0 0.0 0.0
H 3.663744 4.331870 4.372587 0.0 0.0 0.0
```
Forces are in eV/Å.

(2)
Density functional theory data (wB97M-V/def2-TZVPD) for a molecular structure, C26H21Br2F3N2OPSTc at a distorted geometry.

## Properties
⟨S²⟩: 0.802
Spin multiplicity: 2
Total charge: +3
LUMO energy (alpha / beta): -11.98 / -11.56 eV

```
58
Properties=species:S:1:pos:R:3:forces:R:3
Tc -0.004331 -1.643144 0.207969 0.0 0.0 -1.0
Br -1.148771 -3.410427 -1.421524 0.0 0.4 0.2
Br 0.213597 -6.051795 0.047928 -0.1 0.0 0.0
S 0.640428 -1.357486 2.237196 -0.1 0.0 0.8
P 0.500425 0.434880 -0.532320 -0.2 2.7 0.6
F -0.132655 -1.399459 5.324328 0.0 -0.1 0.0
F -1.443510 0.173359 6.037982 0.0 -0.1 0.0
F 0.202240 0.651380 4.703009 -0.2 -0.3 0.1
O 2.182559 -3.456284 0.089671 -0.3 -0.1 0.0
N 1.999070 -2.149445 -0.327748 -0.5 -0.4 0.4
N -1.736837 -0.977191 1.432744 0.5 -0.4 0.6
C 0.667969 2.191313 1.671234 -0.7 0.0 -0.7
C -1.057125 -0.877537 2.604709 -0.1 0.0 -0.9
C -2.203063 -0.606522 -4.040845 0.0 0.0 -0.1
C -2.770348 -0.337201 -2.803439 0.0 0.1 0.2
C -0.753142 -0.267645 5.006716 0.3 0.5 0.0
C -1.624278 -0.454381 3.783780 0.3 -0.2 -0.1
C 3.661341 2.469313 -2.021327 0.2 -0.2 -0.1
C 2.153798 0.819361 -1.094609 0.1 -0.3 -0.1
C 2.422754 2.128599 -1.496234 -0.4 -0.1 0.1
C -3.047102 -0.724373 1.437126 0.1 -0.1 0.1
C -1.315236 3.908540 0.808209 0.8 -0.6 0.5
C 4.645253 1.500252 -2.142843 0.0 0.1 0.0
C -3.705178 -0.338660 2.603073 0.0 -0.1 -0.2
C 4.386841 0.196760 -1.743433 0.1 -0.1 0.0
C -1.959072 0.032528 -1.741992 -0.3 -0.1 0.0
C -0.993476 2.776344 0.005196 -0.8 1.5 0.6
C -0.826701 -0.496403 -4.232475 0.2 0.1 0.0
C -0.569310 0.145554 -1.926692 0.2 -0.7 0.2
C 3.019495 -1.565726 -0.821742 0.4 0.8 -0.2
C -2.990629 -0.192354 3.777522 -0.1 0.1 0.0
C -0.005229 -0.127665 -3.184963 0.0 -0.2 -0.2
C 3.145448 -0.166294 -1.220781 0.1 -0.2 -0.1
C -0.604904 -5.367871 -1.495308 0.0 -0.2 0.2
C 0.339890 3.306632 2.467192 0.6 -1.3 -0.7
C -0.010531 1.908011 0.424409 1.1 -0.4 1.8
C -0.647361 4.166531 2.044033 -1.2 -0.1 -1.8
H 0.028823 -5.418311 -2.370090 0.1 0.1 0.0
H -3.842207 -0.407883 -2.671955 0.0 0.0 0.0
H -2.400030 0.278491 -0.786157 0.1 0.1 0.0
H -2.082066 4.592863 0.463784 0.1 -0.1 0.0
H -3.575817 -0.862221 0.504656 -0.1 0.0 0.0
H 0.880203 3.464991 3.392301 0.0 0.0 0.0
H 3.853379 3.486957 -2.333397 0.0 0.0 0.0
H -0.399830 -0.690349 -5.207587 0.0 0.0 0.0
H 1.062294 -0.040466 -3.341987 0.0 0.0 0.0
H 1.464061 1.534605 2.007878 0.0 0.0 0.0
H -3.483679 0.118479 4.690313 0.0 0.0 0.0
H 3.130998 -3.663737 0.144957 0.1 0.0 0.0
H -0.924587 5.040397 2.618932 0.0 0.0 0.0
H 5.165132 -0.550728 -1.839033 0.0 0.0 0.0
H 5.616096 1.754993 -2.546283 0.0 0.0 0.0
H 1.660642 2.894651 -1.412696 0.0 0.0 0.1
H -2.837653 -0.891780 -4.869911 0.0 0.0 0.0
H -1.522396 2.643348 -0.932122 0.0 0.0 0.0
H 3.928141 -2.156173 -0.926921 0.0 0.0 0.0
H -4.771046 -0.158824 2.583700 0.0 0.0 0.0
H -1.582804 -5.810780 -1.634150 0.0 0.0 -0.1
```
Forces are in eV/Å.

(3)
Density functional theory data (wB97M-V/def2-TZVPD) for a molecular structure, C26H21BrF4KN5O6P at a distorted geometry.

## Properties
Total charge: -1
LUMO energy: 1.55 eV

```
65
Properties=species:S:1:pos:R:3:forces:R:3
Br -1.485077 -1.633324 0.111498 0.0 0.4 -0.1
K 1.884613 -0.898943 0.095543 -0.4 -1.5 -0.1
P 1.897514 0.099457 2.807768 0.0 0.0 0.2
F -0.394300 3.148877 -3.981561 0.0 0.0 0.0
F -2.743340 4.254828 -3.780558 0.0 0.0 0.0
F 1.541184 6.707893 -1.592035 0.0 0.0 0.0
F -0.787358 7.881493 -1.397919 0.0 0.0 0.0
O 3.097753 -0.093303 1.924612 0.4 0.3 0.7
O 3.280937 2.148347 -2.676470 -0.1 -0.3 0.0
O 2.833881 -0.021176 -1.915603 0.5 0.4 -0.8
O 2.257846 -0.314715 4.315249 0.1 -0.2 0.3
O 0.640973 -0.568613 2.339625 0.1 0.1 0.0
O 1.568640 1.649520 2.978539 -0.1 0.2 0.0
N -5.386738 5.759860 -3.422223 0.0 0.0 0.0
N 4.124316 5.489462 -3.607635 0.0 0.0 0.0
N -3.660025 8.937030 -1.157784 0.0 0.0 0.0
N -0.085412 0.448387 -1.024905 -0.3 0.2 -0.1
N 1.359041 1.864752 -2.129833 -0.3 0.0 0.6
C -1.425988 2.503914 0.218249 0.0 0.2 0.0
C 3.203435 -1.639606 6.000753 0.0 -0.1 0.2
C -1.775824 1.196182 0.487027 0.0 -0.1 0.0
C 0.859507 -2.058803 5.201187 -0.1 -0.1 0.1
C -1.714400 4.919825 -3.233090 0.1 -0.1 0.0
C 3.176735 4.930559 -3.277704 -0.3 0.0 0.1
C 2.072106 2.815503 5.002288 0.0 0.1 0.2
C -3.430451 7.962401 -1.732795 0.0 -0.1 0.0
C -3.219958 6.748105 -2.440426 0.1 0.0 0.0
C 0.237368 1.718689 -1.246129 0.5 -0.1 -0.4
C 2.813661 -2.652751 3.754097 0.1 -0.2 0.1
C 2.521098 1.088616 -2.178252 -0.1 0.4 -0.3
C -0.477347 4.331344 -3.340835 -0.2 0.0 -0.2
C -0.392691 2.798391 -0.664103 -0.1 -0.1 0.2
C 3.879975 2.448403 3.292673 0.2 0.1 0.1
C 2.277363 -1.686520 4.800608 0.0 0.4 -0.3
C 2.400715 2.703788 3.523045 -0.1 -0.3 -0.1
C 1.965629 3.957436 2.781853 0.0 0.1 0.0
C 2.145160 2.944204 -2.557495 -0.1 0.0 -0.1
C -1.061335 0.212983 -0.172505 -0.1 -0.3 -0.1
C 0.483128 6.107364 -2.161043 -0.1 0.2 0.2
C 0.672996 4.885608 -2.794033 0.3 0.1 -0.3
C -4.398285 6.172078 -2.990800 0.1 0.1 0.0
C -1.936556 6.151932 -2.575055 -0.2 0.0 0.0
C -0.747621 6.711936 -2.053698 0.2 0.0 0.1
C 1.988243 4.228202 -2.861696 0.1 0.0 0.1
H 0.835151 -3.077403 5.597851 0.0 0.0 0.0
H -1.950105 3.313683 0.708792 0.0 0.0 0.0
H -0.099137 3.814242 -0.869808 0.0 0.0 0.1
H 4.435741 3.299320 3.695752 0.0 0.0 0.0
H 4.205658 -1.334129 5.700012 0.0 0.0 0.0
H 2.588763 3.673708 5.439492 0.0 0.0 0.0
H 0.998375 2.957844 5.129197 0.0 0.0 0.0
H 4.099430 2.349727 2.231179 0.0 0.0 0.0
H 2.877113 -3.645549 4.207882 0.0 0.0 0.0
H 0.492875 -1.377765 5.970522 0.0 0.0 0.0
H 2.146962 -2.723385 2.895764 -0.1 0.1 0.0
H 2.187401 3.874559 1.716930 0.0 0.0 0.0
H 0.197263 -1.999121 4.339410 0.0 0.0 0.0
H -2.551270 0.943321 1.192522 0.0 0.0 0.0
H 3.265054 -2.623477 6.471070 0.0 0.0 0.0
H 4.233160 1.544416 3.786863 -0.1 0.0 0.0
H 3.802867 -2.358659 3.406636 0.0 0.1 0.0
H 2.367230 1.918104 5.544525 0.0 0.0 -0.1
H 2.828977 -0.926488 6.735703 0.0 0.0 0.0
H 2.486762 4.833200 3.172707 0.0 0.0 0.0
H 0.893210 4.119226 2.897920 0.0 0.0 0.0
```
Forces are in eV/Å.

(4)
Density functional theory data (wB97M-V/def2-TZVPD) for a molecular structure, C26H21Cl2CoN3OS.

## Properties
⟨S²⟩: 0.766
Spin multiplicity: 2
LUMO energy (alpha / beta): -0.16 / -0.13 eV

```
55
Properties=species:S:1:pos:R:3:forces:R:3
Co -0.206306 0.361410 0.019134 0.7 0.1 0.0
Cl -1.809746 5.654995 0.185815 0.0 0.0 0.0
Cl -2.530677 0.240556 -0.001503 -0.3 0.1 0.0
S -0.472696 2.755514 0.261844 -0.1 -0.1 0.0
O -0.268947 -2.163064 -0.058041 -0.1 -0.1 0.0
N 0.035213 0.469094 -1.933958 0.0 0.1 0.2
N 1.709767 0.154856 0.003109 0.0 0.0 0.0
N 0.033873 0.088716 1.968173 0.0 0.0 -0.2
C 3.144883 -0.061819 3.961691 -0.1 0.0 0.0
C -0.883070 0.068798 2.907789 0.0 0.0 0.1
C 2.307809 0.085177 1.227412 -0.1 0.0 0.1
C 0.749186 -0.079426 4.637491 0.1 0.0 0.0
C 1.358871 0.034041 2.311530 -0.1 0.0 -0.1
C 3.646148 0.087026 1.584498 0.1 0.0 0.1
C 1.344964 0.316675 -2.299616 -0.1 0.0 0.2
C 3.601760 -0.118812 -1.609581 0.1 0.0 -0.1
C 3.982349 -0.107241 -2.971516 0.0 0.0 0.1
C 0.588504 -2.922599 -0.922927 0.0 0.0 0.0
C 1.762232 -0.042764 3.651462 0.0 0.0 0.2
C -4.474706 2.059054 -0.214528 0.0 0.2 0.0
C 3.096133 0.135719 -3.978345 -0.1 0.0 0.0
C 2.290774 0.116041 -1.230992 -0.1 0.0 -0.1
C -4.156084 4.420802 -0.125811 0.0 0.0 0.0
C 4.042827 0.013304 2.938228 0.0 0.0 -0.1
C -2.796713 4.234066 0.032446 0.1 0.1 0.0
C -0.564120 -0.025189 4.275665 0.0 0.0 -0.2
C -0.562612 0.783562 -4.221389 0.0 0.0 0.2
C 1.734816 0.352107 -3.644045 0.1 0.0 -0.2
C -3.109268 1.924574 -0.051584 0.1 -0.4 0.0
C -0.084366 -3.061212 -2.266962 0.0 0.0 -0.1
C -0.873834 0.703523 -2.850629 0.0 0.0 -0.1
C 0.731551 0.598237 -4.609331 0.1 0.0 0.0
C -5.011310 3.334964 -0.254138 0.1 -0.1 0.0
C -2.178678 2.964048 0.076116 -0.1 0.0 0.0
H -1.006873 -3.635966 -2.184315 0.0 0.0 0.0
H -1.912021 0.142853 2.584564 0.0 0.0 0.0
H -0.322711 -2.082776 -2.683035 0.0 0.0 0.0
H -1.890767 0.835045 -2.507477 0.0 0.0 0.0
H -6.074403 3.481635 -0.381521 0.0 0.0 0.0
H 4.371098 -0.333992 -0.889703 0.0 0.0 0.0
H -1.351472 0.981459 -4.932468 0.0 0.0 0.0
H -4.539168 5.431665 -0.148063 0.0 0.0 0.0
H 0.580853 -3.570699 -2.965552 0.0 0.0 0.0
H 3.460599 -0.113576 4.995000 0.0 0.0 0.0
H -1.360799 -0.040057 5.005087 0.0 0.0 0.0
H 1.037227 -0.141125 5.680207 0.0 0.0 0.0
H -5.098274 1.180790 -0.306130 0.0 0.0 0.0
H 1.011068 0.641371 -5.655302 0.0 0.0 0.0
H 0.763352 -3.908223 -0.482538 0.0 0.0 0.0
H 5.103797 0.024986 3.154431 0.0 0.0 0.0
H 0.061300 -2.253004 0.841538 0.0 0.0 0.0
H 4.425825 0.186267 0.850632 0.0 0.0 0.0
H 1.552187 -2.413984 -1.017811 0.0 0.0 0.0
H 5.023323 -0.293243 -3.205002 0.0 0.0 0.0
H 3.403532 0.159541 -5.015249 0.0 0.0 0.0
```
Forces are in eV/Å.